# 1
Computed, not measured: a 7-piece molecular cluster, C16H18Cl8O9 overall in a non-equilibrium geometry, with wB97M-V/def2-TZVPD.

Output
- SMILES string: O=C1C=C(O)C(=O)C=C1O.O=C1C=C(O)C(=O)C=C1O.ClCCl.ClCCl.ClCCl.ClCCl.O
- Calculated total energy: -4979.16539 hartree
- Total charge: 0

Positions of all 51 atoms, in Å:
O -0.16 0.74 -1.93
C -1.03 1.36 -1.34
C -1.13 1.54 0.10
C -2.25 2.00 0.65
O -2.38 2.09 1.96
C -3.45 2.41 -0.17
O -4.45 2.75 0.41
C -3.31 2.36 -1.62
C -2.17 1.91 -2.16
O -1.94 1.94 -3.48
H -0.36 1.17 0.77
H -3.21 2.56 2.16
H -4.10 2.76 -2.24
H -1.18 1.35 -3.65
O -4.95 -1.18 -2.38
C -4.17 -1.40 -1.47
C -4.52 -1.33 -0.06
C -3.57 -1.45 0.88
O -3.84 -1.33 2.17
C -2.16 -1.86 0.54
O -1.37 -2.08 1.44
C -1.83 -1.96 -0.87
C -2.75 -1.77 -1.80
O -2.46 -1.78 -3.09
H -5.53 -1.05 0.23
H -3.06 -1.66 2.66
H -0.82 -2.15 -1.21
H -3.29 -1.60 -3.57
Cl 2.41 -4.82 2.83
C 2.44 -3.04 2.82
Cl 4.00 -2.41 2.29
H 1.68 -2.68 2.13
H 2.25 -2.72 3.84
Cl 0.30 2.22 4.67
C 1.12 3.15 3.44
Cl 1.72 2.12 2.10
H 0.47 3.89 2.99
H 1.98 3.66 3.84
Cl 8.59 1.71 -0.05
C 7.63 0.24 -0.14
Cl 6.98 -0.23 1.45
H 6.78 0.40 -0.80
H 8.22 -0.58 -0.50
Cl 1.80 -1.51 -0.90
C 2.69 -0.13 -0.27
Cl 4.01 0.35 -1.34
H 2.01 0.70 -0.15
H 3.10 -0.41 0.70
O 1.74 -1.13 -4.23
H 1.54 -2.07 -4.36
H 1.95 -1.06 -3.29

# 2
Computed, not measured: the molecule C16H18ClN3O4S in a non-equilibrium geometry, with wB97M-V/def2-TZVPD.

Output
- Relative energy (zero: lowest compared OMol25 entry of this formula, charge and spin): 0.979 eV
- SMILES string: COc1ccc(S(=O)(=O)N(C)CC(=O)NCc2cccnc2)cc1Cl
- Calculated total energy: -1944.10228 hartree
- Total charge: 0

Positions of all 43 atoms, in Å:
C -5.24 -3.41 0.69
O -5.38 -2.02 0.46
C -4.31 -1.32 0.04
C -3.04 -1.85 -0.19
C -2.01 -1.03 -0.62
C -2.24 0.31 -0.84
S -0.91 1.40 -1.33
O 0.22 0.58 -1.71
O -1.38 2.37 -2.26
N -0.45 2.19 0.05
C -1.18 3.38 0.43
C 0.08 1.37 1.12
C 1.61 1.52 1.26
O 2.15 1.66 2.34
N 2.24 1.46 0.08
C 3.68 1.39 -0.03
C 4.18 -0.02 -0.22
C 5.39 -0.42 0.34
C 5.82 -1.72 0.14
C 5.02 -2.57 -0.61
N 3.87 -2.20 -1.14
C 3.46 -0.96 -0.95
C -3.50 0.87 -0.63
C -4.52 0.05 -0.20
Cl -6.09 0.70 0.07
H -4.51 -3.61 1.48
H -6.22 -3.75 1.02
H -4.95 -3.94 -0.22
H -2.85 -2.89 -0.03
H -1.03 -1.43 -0.82
H -0.52 4.06 0.96
H -1.52 3.84 -0.49
H -2.04 3.14 1.07
H -0.38 1.63 2.08
H -0.12 0.32 0.90
H 1.69 1.25 -0.74
H 4.00 2.01 -0.87
H 4.09 1.81 0.90
H 5.97 0.27 0.93
H 6.75 -2.07 0.56
H 5.31 -3.60 -0.79
H 2.52 -0.71 -1.42
H -3.66 1.91 -0.83

# 3
Computed, not measured: the molecule C16H18N2O, with wB97M-V/def2-TZVPD.

Output
- Relative energy (zero: lowest compared OMol25 entry of this formula, charge and spin): 0.027 eV
- SMILES string: Cc1ccc(CNC(=O)Nc2ccccc2)c(C)c1
- Calculated total energy: -805.29271 hartree
- Total charge: 0

Positions of all 37 atoms, in Å:
C 4.14 1.75 1.35
C 3.24 0.73 0.72
C 3.10 -0.53 1.30
C 2.27 -1.47 0.72
C 1.57 -1.19 -0.45
C 0.64 -2.24 -1.00
N -0.74 -1.89 -0.73
C -1.42 -2.41 0.32
O -1.13 -3.46 0.86
N -2.56 -1.71 0.68
C -2.85 -0.36 0.49
C -1.85 0.61 0.47
C -2.17 1.94 0.28
C -3.50 2.33 0.12
C -4.50 1.37 0.18
C -4.18 0.04 0.36
C 1.71 0.07 -1.04
C 0.96 0.46 -2.28
C 2.54 1.00 -0.44
H 3.88 1.90 2.39
H 4.07 2.70 0.83
H 5.18 1.41 1.31
H 3.63 -0.76 2.21
H 2.16 -2.44 1.18
H 0.77 -2.37 -2.08
H 0.81 -3.20 -0.51
H -1.06 -1.01 -1.12
H -3.23 -2.25 1.21
H -0.82 0.33 0.64
H -1.39 2.68 0.26
H -3.74 3.36 -0.03
H -5.53 1.66 0.08
H -4.96 -0.71 0.41
H 1.49 1.25 -2.80
H -0.03 0.84 -2.03
H 0.84 -0.39 -2.96
H 2.64 1.97 -0.90

# 4
Computed, not measured: the molecule C16H18N2O7 in a non-equilibrium geometry, with wB97M-V/def2-TZVPD.

Output
- Relative energy (zero: lowest compared OMol25 entry of this formula, charge and spin): 3.247 eV
- SMILES string: COc1cc(C(=O)OCC(=O)Nc2cc(C)on2)cc(OC)c1OC
- Calculated total energy: -1256.63316 hartree
- Total charge: 0

Positions of all 43 atoms, in Å:
C 4.57 3.59 1.16
O 3.56 3.03 0.34
C 2.91 1.89 0.66
C 2.04 1.45 -0.33
C 1.29 0.30 -0.16
C 0.38 -0.20 -1.20
O -0.29 -1.21 -1.11
O 0.35 0.57 -2.30
C -0.55 0.12 -3.30
C -1.96 -0.03 -2.71
O -2.44 0.82 -1.99
N -2.61 -1.15 -3.12
C -3.89 -1.52 -2.75
C -4.82 -0.83 -1.93
C -5.90 -1.65 -1.92
C -7.23 -1.55 -1.27
O -5.65 -2.74 -2.68
N -4.39 -2.65 -3.19
C 1.39 -0.42 1.03
C 2.23 0.01 2.04
O 2.33 -0.63 3.24
C 1.55 -1.78 3.46
C 3.02 1.16 1.86
O 3.86 1.63 2.84
C 4.63 0.72 3.59
H 4.89 4.49 0.63
H 5.42 2.92 1.27
H 4.19 3.87 2.14
H 1.97 2.03 -1.24
H -0.20 -0.82 -3.73
H -0.56 0.91 -4.06
H -2.12 -1.85 -3.66
H -4.67 0.11 -1.44
H -7.38 -2.39 -0.59
H -8.02 -1.57 -2.01
H -7.29 -0.62 -0.70
H 0.77 -1.30 1.13
H 1.79 -2.10 4.48
H 0.48 -1.56 3.40
H 1.80 -2.58 2.76
H 5.49 1.29 3.96
H 4.07 0.33 4.44
H 4.99 -0.11 2.98

# 5
Computed, not measured: C16H18N2S8Ti as an isolated structure in a non-equilibrium geometry, with wB97M-V/def2-TZVPD.

Output
- Expectation value of S²: 2.0077
- Relative energy (zero: lowest compared OMol25 entry of this formula, charge and spin): 0.078 eV
- Spin multiplicity: 3
- Calculated total energy: -4765.03751 hartree
- Total charge: 0

Positions of all 45 atoms, in Å:
Ti 0.17 0.36 0.04
S -7.04 -0.33 0.03
C -5.41 -0.18 0.07
S -4.58 1.34 0.19
C -2.93 0.72 0.17
C -2.80 -0.62 0.08
S -1.32 -1.53 -0.01
S -4.31 -1.52 0.00
S -1.64 1.89 0.24
C 1.42 2.24 2.94
C 0.37 1.27 3.47
S 0.00 -0.17 2.43
C 1.43 -1.27 2.68
C 2.73 -0.83 2.02
S 2.49 -0.59 0.22
C 3.39 0.95 -0.20
C 3.19 2.13 0.73
S 1.42 2.45 1.12
H 2.42 1.94 3.24
H 1.23 3.23 3.36
H -0.61 1.76 3.52
H 0.64 0.93 4.47
H 1.08 -2.21 2.24
H 1.57 -1.42 3.75
H 3.48 -1.62 2.14
H 3.12 0.08 2.46
H 2.98 1.17 -1.19
H 4.45 0.73 -0.31
H 3.57 3.03 0.25
H 3.73 2.00 1.67
N -0.15 0.90 -4.02
C -0.07 1.35 -2.75
N 0.34 0.42 -1.91
C 0.52 -0.74 -2.69
C 0.88 -2.04 -2.34
C 0.95 -2.98 -3.35
C 0.66 -2.66 -4.68
C 0.28 -1.38 -5.04
C 0.22 -0.44 -4.02
H -0.52 1.41 -4.80
H -0.32 2.35 -2.46
H 1.07 -2.32 -1.32
H 1.21 -4.00 -3.09
H 0.72 -3.43 -5.43
H 0.04 -1.13 -6.06

# 6
Computed, not measured: C16H19AuOS3SbSi as an isolated structure, with wB97M-V/def2-TZVPD.

Output
- Expectation value of S²: 0.7578
- Spin multiplicity: 2
- Calculated total energy: -2556.49793 hartree
- Total charge: -2

Positions of all 42 atoms, in Å:
Au 1.24 -2.38 2.57
S 1.87 -5.24 -0.44
Sb 2.92 -5.14 1.61
S 1.15 -4.62 3.27
S 3.57 -2.79 1.98
C -2.67 0.73 1.63
C -1.44 1.46 1.08
C -0.86 2.34 2.20
C -1.86 2.36 -0.08
Si -0.14 0.13 0.64
O 0.29 -0.56 2.02
C 1.31 1.03 -0.18
C 2.20 1.73 0.65
C 3.30 2.41 0.14
C 3.55 2.39 -1.23
C 2.71 1.68 -2.07
C 1.61 1.00 -1.55
C -0.88 -1.04 -0.66
C -0.88 -2.41 -0.40
C -1.37 -3.33 -1.34
C -1.89 -2.88 -2.54
C -1.91 -1.51 -2.82
C -1.40 -0.61 -1.89
H -3.42 1.46 1.99
H -2.41 0.08 2.47
H -3.15 0.10 0.88
H -1.63 3.02 2.58
H -0.03 2.96 1.83
H -0.48 1.73 3.02
H -2.52 3.16 0.28
H -2.41 1.80 -0.85
H -1.00 2.83 -0.57
H 2.04 1.72 1.72
H 3.97 2.93 0.81
H 4.42 2.90 -1.63
H 2.92 1.63 -3.13
H 0.99 0.42 -2.22
H -0.45 -2.80 0.51
H -1.29 -4.38 -1.13
H -2.26 -3.59 -3.27
H -2.30 -1.15 -3.76
H -1.40 0.44 -2.15

# 7
Computed, not measured: a 4-piece molecular cluster, C16H19BF24NO4P overall in a non-equilibrium geometry, with wB97M-V/def2-TZVPD.

Output
- SMILES string: FC(F)C(F)(F)COC(F)(F)C(F)F.FC(F)C(F)(F)COC(F)(F)C(F)F.FC(F)C(F)(F)COC(F)(F)C(F)F.CBP(N)O
- Calculated total energy: -3739.70495 hartree
- Total charge: 0

Positions of all 66 atoms, in Å:
F 0.44 -3.50 1.23
C 1.06 -2.47 0.61
F 0.74 -1.35 1.30
C 0.63 -2.34 -0.85
F -0.69 -2.05 -0.95
F 1.28 -1.26 -1.39
C 0.95 -3.55 -1.73
O -0.12 -4.47 -1.95
C -0.28 -5.47 -0.95
F 0.77 -5.42 -0.09
F -0.18 -6.66 -1.59
C -1.64 -5.37 -0.24
F -1.80 -4.17 0.38
F -1.75 -6.32 0.73
H 2.14 -2.62 0.69
H 1.18 -3.16 -2.73
H 1.88 -4.06 -1.43
H -2.46 -5.50 -0.94
F 4.66 4.74 3.54
C 5.34 5.56 4.38
F 6.51 4.92 4.66
C 4.56 5.84 5.66
F 4.35 4.70 6.38
F 5.33 6.64 6.46
C 3.22 6.56 5.45
O 2.06 5.73 5.44
C 1.74 5.15 4.18
F 2.53 5.68 3.22
F 0.47 5.56 3.90
C 1.79 3.61 4.21
F 3.03 3.16 4.54
F 1.50 3.09 2.99
H 5.58 6.48 3.85
H 3.08 7.21 6.33
H 3.24 7.25 4.60
H 1.08 3.21 4.94
F -3.03 -4.05 -5.20
C -2.92 -3.17 -6.22
F -1.65 -3.29 -6.70
C -3.19 -1.74 -5.78
F -2.28 -1.32 -4.87
F -3.03 -0.92 -6.87
C -4.61 -1.49 -5.24
O -4.74 -1.50 -3.82
C -4.93 -2.78 -3.23
F -5.13 -3.70 -4.20
F -6.10 -2.71 -2.54
C -3.79 -3.17 -2.27
F -2.60 -3.21 -2.91
F -3.99 -4.40 -1.74
H -3.60 -3.48 -7.02
H -4.88 -0.47 -5.53
H -5.36 -2.12 -5.73
H -3.71 -2.45 -1.45
C 2.70 2.00 0.59
B 1.25 1.52 -0.02
P -0.34 2.18 0.89
N -1.25 0.67 1.29
O -1.27 3.14 -0.23
H 3.63 1.48 0.11
H 2.63 1.84 1.77
H 2.73 3.19 0.45
H 1.20 0.80 -0.96
H -0.64 0.15 1.96
H -1.23 0.12 0.38
H -2.08 3.52 0.26

# 8
Computed, not measured: C16H19BN6SeW as an isolated structure in a non-equilibrium geometry, with wB97M-V/def2-TZVPD.

Output
- Expectation value of S²: 2.0527
- Relative energy (zero: lowest compared OMol25 entry of this formula, charge and spin): 0.000 eV
- Spin multiplicity: 3
- Calculated total energy: -3442.45446 hartree
- Total charge: +2

Positions of all 44 atoms, in Å:
H -0.49 2.78 0.92
N 0.04 1.54 -0.73
B 0.68 0.66 -3.04
N 0.57 1.81 -1.99
C 0.80 3.13 -2.10
W -0.32 -0.45 -0.21
H 1.21 3.53 -3.01
C 0.42 3.75 -0.90
H 0.49 4.79 -0.67
C -0.07 2.74 -0.08
H 1.08 1.06 -4.10
C -1.89 -2.01 0.58
H -2.12 -2.11 1.65
H -0.86 -2.45 0.45
H -2.55 -2.64 -0.03
N -0.74 0.03 -3.16
N 1.63 -0.44 -2.46
N -1.40 -0.49 -2.03
N 1.33 -1.06 -1.24
C -1.56 -0.05 -4.21
C 2.77 -0.95 -2.93
H -1.21 0.30 -5.17
H 3.16 -0.60 -3.88
C -2.77 -0.61 -3.80
C 3.24 -1.92 -2.04
C -2.64 -0.89 -2.45
C 2.33 -1.98 -0.99
H -3.63 -0.79 -4.41
H 4.14 -2.50 -2.14
H -3.34 -1.34 -1.76
H 2.30 -2.58 -0.10
H -2.17 -0.91 0.26
Se 0.62 -0.52 2.04
C -0.25 0.76 3.22
C -1.41 0.39 3.92
C -2.02 1.33 4.77
C -1.48 2.61 4.92
C -0.32 2.96 4.22
C 0.30 2.04 3.38
H -1.83 -0.61 3.80
H -2.93 1.05 5.32
H -1.96 3.33 5.59
H 0.11 3.96 4.32
H 1.21 2.30 2.83

Q: Which of these has the highest calculated total energy?
A: C16H18N2O

Q: Which formula does entry 1 have?
A: C16H18Cl8O9